{"formula": "C3H7FO3S", "method": "ωB97M-V/def2-TZVPD", "homo_energy_ev": -9.355, "lumo_ev": 0.47, "charge": 0, "smiles": "CS(=O)(=O)O.C=CF", "e_above_lowest_kcal_mol": 8.7, "multiplicity": 1, "mol_weight_g_mol": 142.151, "symbols": ["C", "C", "C", "O", "O", "O", "F", "S", "H", "H", "H", "H", "H", "H", "H"], "positions_angstrom": [[2.172229, -1.134410, -0.475399], [-2.094484, 1.546476, 0.132059], [1.908478, -0.997674, 0.808114], [-0.228911, 0.638726, -1.541127], [-1.194094, -0.883227, 0.087962], [0.378358, 0.898493, 0.806150], [0.990590, -1.626392, 1.546744], [-0.590461, 0.580153, -0.178853], [-1.141612, -1.367330, -0.740012], [1.512354, -1.830488, -1.051592], [3.012396, -0.759665, -0.850095], [-2.182993, 1.617267, 1.141696], [-2.175465, 2.494904, -0.505648], [-2.948224, 1.033825, -0.460962], [2.581839, -0.210657, 1.280965]], "atomic_forces_ev_per_a": [[-4.7, -3.8, 1.2], [-0.9, -0.3, -5.8], [2.8, 1.6, 0.2], [0.1, 0.0, -1.6], [0.2, 0.5, 0.4], [-0.6, 0.5, 0.7], [0.3, 0.3, -0.3], [-1.5, 0.8, 0.5], [0.0, -0.2, -0.3], [0.9, 0.6, 0.2], [3.0, 1.8, -1.7], [-0.7, 0.5, 2.7], [1.2, -0.8, 1.5], [1.3, 0.1, 1.7], [-1.3, -1.4, 0.5]], "mulliken_charge": [-0.61, -0.93, 0.11, -0.57, -0.44, -0.55, -0.21, 1.15, 0.36, 0.19, 0.30, 0.35, 0.33, 0.29, 0.22]}

---

{"formula": "C3H4N2O2S", "method": "ωB97M-V/def2-TZVPD", "homo_energy_ev": -9.075, "lumo_ev": -1.24, "charge": 0, "e_above_lowest_kcal_mol": 172.3, "multiplicity": 1, "mol_weight_g_mol": 132.144, "symbols": ["C", "C", "C", "H", "H", "H", "H", "N", "N", "O", "O", "S"], "positions_angstrom": [[-0.444330, -0.459268, 0.349340], [-0.513799, -0.624753, -0.922336], [0.572519, 0.494472, 0.611469], [-0.280637, -1.348213, 2.059877], [-1.379741, -1.216634, -1.398030], [1.121423, 0.569236, -3.128997], [-0.223693, 0.804162, 3.592546], [-0.021889, 0.570605, -1.392021], [0.682105, 1.080893, -0.550916], [-0.860418, -1.475564, 1.195419], [0.132158, 0.868902, -2.740543], [1.216304, 0.736162, 2.324191]], "atomic_forces_ev_per_a": [[2.0, -4.0, 6.3], [-5.3, -0.8, -5.7], [-2.3, -0.3, 2.0], [-1.7, -0.4, -2.4], [2.0, 1.0, 0.3], [-3.6, 0.9, 2.1], [2.5, 0.0, -3.0], [-1.2, -3.4, -4.5], [5.4, 6.1, 3.2], [1.6, 1.5, 2.5], [3.0, -0.8, -1.3], [-2.3, 0.2, 0.5]], "mulliken_charge": [0.35, -0.40, 0.26, 0.31, 0.29, 0.37, 0.15, 0.76, -0.77, -0.53, -0.50, -0.30]}

---

{"formula": "C11H24N3O", "method": "ωB97M-V/def2-TZVPD", "homo_energy_ev": -13.138, "lumo_ev": -2.36, "charge": 1, "smiles": "CCCC1CN(O[N@+]2(N)CC[C@@H]2CC)C1", "e_above_lowest_kcal_mol": 151.4, "multiplicity": 1, "mol_weight_g_mol": 214.333, "symbols": ["C", "C", "C", "C", "C", "C", "C", "C", "C", "C", "C", "N", "N", "N", "O", "H", "H", "H", "H", "H", "H", "H", "H", "H", "H", "H", "H", "H", "H", "H", "H", "H", "H", "H", "H", "H", "H", "H", "H"], "positions_angstrom": [[3.570697, -0.114641, -1.318481], [-1.062771, 1.216437, 0.986921], [-1.038066, -0.613977, -0.021463], [2.908354, 1.363842, -1.398789], [-2.082644, 0.084236, 0.794432], [3.046805, -0.146763, 0.109477], [3.405439, -2.445443, 0.907907], [-5.513037, -0.092279, -1.071302], [-3.358841, 0.540969, 0.104931], [2.373692, -1.345511, 0.662170], [-4.326191, -0.598446, -0.234833], [0.010176, 0.360423, 0.545489], [2.357229, 1.998030, 0.911582], [2.240986, 1.106777, -0.118763], [0.826898, 0.855405, -0.458347], [3.252833, -0.907862, -1.975939], [4.704433, 0.086025, -1.339354], [-1.250299, 2.114181, 0.255255], [-0.685693, 1.687418, 2.032107], [-0.764822, -1.673486, 0.250808], [-1.325213, -0.605304, -1.152934], [3.514617, 2.292107, -1.199917], [2.142272, 1.351128, -2.184875], [-2.268703, -0.518918, 1.678687], [3.907994, 0.244934, 0.707667], [3.498257, -3.247393, 0.197136], [3.190520, -3.080686, 1.785645], [4.320330, -1.990326, 1.149802], [-4.986768, 0.197097, -1.973689], [-6.052655, 0.869277, -0.853774], [-6.086971, -0.880994, -1.437021], [-3.973379, 1.133658, 0.919164], [-3.133134, 1.091131, -0.787878], [1.824323, -1.210829, 1.752079], [1.489654, -1.529331, -0.003073], [-3.735774, -1.142606, -1.018681], [-4.658745, -1.181470, 0.605918], [1.718783, 1.878022, 1.663142], [1.999400, 2.855152, 0.528802]], "atomic_forces_ev_per_a": [[2.3, 2.7, 0.2], [1.0, 3.9, 1.6], [1.1, -1.7, -1.7], [0.4, -0.8, -0.7], [-0.5, 0.6, 0.7], [1.6, 0.5, 0.9], [-1.3, -1.4, 0.6], [1.7, 2.2, -0.6], [-2.1, -0.2, 3.3], [-2.7, -0.5, 2.6], [0.6, 0.7, -1.8], [-0.2, -2.0, -1.0], [0.8, 2.3, -0.6], [-2.3, -2.4, 2.2], [0.1, 0.8, -1.8], [-0.2, 0.2, -0.4], [-1.7, -1.1, -0.2], [0.2, -1.6, 1.2], [-1.7, -1.0, -2.0], [-0.4, 1.0, -0.3], [1.2, 0.4, 1.7], [-0.3, -1.2, -1.0], [0.3, 0.9, 0.2], [-0.3, 0.4, 0.3], [-1.0, -0.5, 0.1], [0.3, 0.3, -1.1], [-0.4, 0.7, 0.0], [1.5, 0.4, 0.0], [0.0, 0.4, -0.6], [0.2, -1.3, 0.7], [-1.6, -1.2, 0.0], [1.5, -0.3, -1.8], [0.0, 0.6, -0.3], [1.5, 0.4, -2.8], [1.0, -0.6, 0.4], [-0.6, -0.7, 1.1], [0.3, -0.4, 0.4], [-0.6, -1.5, 0.9], [0.2, 1.0, -0.3]], "mulliken_charge": [-0.54, -0.85, -0.81, -0.50, 0.35, -0.27, -1.46, -1.32, -1.04, 0.08, -0.37, 0.16, -0.86, 1.05, -0.30, 0.34, 0.27, 0.24, 0.33, 0.26, 0.23, 0.33, 0.24, 0.44, 0.39, 0.36, 0.39, 0.42, 0.34, 0.31, 0.41, 0.29, 0.46, 0.23, 0.16, 0.23, 0.43, 0.29, 0.29]}

---

{"formula": "C12H14BrOP", "method": "ωB97M-V/def2-TZVPD", "homo_energy_ev": -7.966, "lumo_ev": 0.28, "charge": 0, "smiles": "C=C(C=C=P)c1ccc(OC)cc1.CBr", "multiplicity": 1, "mol_weight_g_mol": 285.121, "symbols": ["C", "C", "C", "C", "C", "C", "C", "C", "C", "C", "C", "C", "O", "P", "Br", "H", "H", "H", "H", "H", "H", "H", "H", "H", "H", "H", "H", "H", "H"], "positions_angstrom": [[-1.193926, 0.682807, 0.490840], [-0.822597, -1.053605, -1.147169], [-2.288309, 0.070016, 0.988533], [-1.972551, -1.678758, -0.720782], [-0.463490, 0.216836, -0.622942], [-2.723870, -1.126489, 0.393380], [1.868156, 0.132287, -1.338741], [0.641877, 1.004464, -1.192695], [3.045973, 0.620418, -1.612274], [0.375386, 2.277006, -1.457219], [-4.705051, -1.493749, 1.960892], [4.421848, -0.021317, 1.279667], [-3.868516, -1.838796, 0.797366], [4.357575, 1.482202, -1.706191], [3.929129, 1.830452, 1.388294], [-0.932787, 1.671396, 0.860547], [-0.264594, -1.480150, -2.016145], [-2.655061, 0.402145, 1.894958], [-2.096985, -2.747030, -0.994673], [1.619672, -0.976406, -1.283259], [-0.481026, 2.784821, -1.109534], [0.910638, 2.885477, -2.145730], [4.793819, -0.160530, 0.255355], [-5.680294, -1.170281, 1.555019], [-4.257578, -0.623761, 2.541721], [-4.712217, -2.390777, 2.561058], [3.566747, -0.712397, 1.488945], [5.158984, -0.309083, 2.052597], [4.429048, 1.722803, -3.161818]], "atomic_forces_ev_per_a": [[1.7, 1.2, -2.0], [0.3, 1.2, -0.7], [-0.5, -2.6, -1.2], [-0.6, -0.8, 2.2], [-1.1, -1.0, 1.3], [-0.5, -0.7, -0.4], [-1.3, -0.5, -0.9], [0.0, -1.3, 0.7], [-2.2, -1.0, -0.3], [1.1, 0.0, -0.9], [1.7, 1.7, -1.0], [-0.1, -1.5, 0.4], [0.8, 0.5, 0.0], [2.6, 1.7, -1.3], [-0.2, 0.0, 0.9], [0.2, -0.3, 0.3], [-0.5, 0.3, 0.9], [-1.2, 0.8, 1.5], [-0.6, 1.0, -0.1], [0.8, 1.6, 0.0], [-1.2, -0.1, 0.3], [1.2, 0.4, -0.1], [0.0, -0.2, 0.6], [0.4, -0.4, 0.4], [-0.6, -1.2, -0.6], [-0.4, -0.1, 0.2], [0.4, 1.0, -0.5], [-0.1, 0.7, -0.6], [-0.3, -0.5, 0.7]], "mulliken_charge": [-0.74, -0.18, -0.51, -0.74, 0.31, 1.04, 0.14, 0.56, -0.53, -1.06, -0.57, -0.59, -0.39, -0.24, -0.13, 0.38, 0.36, 0.25, 0.30, 0.28, 0.33, 0.32, 0.16, 0.22, 0.25, 0.23, 0.23, 0.31, 0.03]}